Formula: C20H19N3O3
Source: the Open Molecules 2025 dataset
Level of theory: ωB97M-V/def2-TZVPD

Structure (XYZ):
```
45
Properties=species:S:1:pos:R:3:mulliken_charge:R:1
C -0.603 -2.748 0.810 -1.693
C 0.490 -1.680 0.861 0.705
O 1.347 -1.897 -0.241 -0.572
C 2.523 -1.191 -0.302 0.508
C 3.388 -1.581 -1.349 -0.657
C 4.582 -0.950 -1.527 -0.931
C 4.982 0.103 -0.676 0.814
C 6.211 0.774 -0.833 -0.644
C 6.563 1.791 0.010 -0.548
C 5.701 2.182 1.046 -0.505
C 4.502 1.549 1.224 -0.828
C 4.111 0.495 0.373 0.151
C 2.877 -0.170 0.540 0.013
C -0.178 -0.300 0.822 0.225
O -0.534 0.299 1.807 -0.639
N -0.403 0.132 -0.450 0.224
N -0.973 1.362 -0.743 -0.473
C -2.331 1.627 -0.559 0.451
O -2.721 2.769 -0.588 -0.659
N -3.090 0.502 -0.450 0.042
C -4.472 0.398 -0.272 0.743
C -5.320 1.501 -0.285 -0.441
C -6.680 1.320 -0.110 -0.556
C -7.209 0.055 0.076 -0.490
C -6.365 -1.043 0.088 -0.610
C -5.005 -0.875 -0.084 -0.437
H -1.320 -2.577 1.608 0.415
H -0.159 -3.733 0.932 0.436
H -1.109 -2.716 -0.152 0.323
H 1.042 -1.763 1.807 0.369
H 3.072 -2.389 -1.990 0.453
H 5.242 -1.252 -2.328 0.377
H 6.870 0.468 -1.633 0.374
H 7.506 2.302 -0.115 0.384
H 5.993 2.988 1.703 0.385
H 3.836 1.847 2.021 0.425
H 2.233 0.157 1.343 0.485
H 0.008 -0.375 -1.226 0.192
H -0.390 2.177 -0.577 0.305
H -2.591 -0.376 -0.408 -0.051
H -4.907 2.485 -0.426 0.484
H -7.331 2.181 -0.119 0.367
H -8.272 -0.077 0.211 0.379
H -6.767 -2.036 0.233 0.365
H -4.348 -1.735 -0.071 0.342
```

Summary:
- DFT total energy (Eh) = -1163.55810
- relative energy (zero: lowest compared OMol25 entry of this formula, charge and spin) (kJ/mol) = 155.08
- spin multiplicity = 1
- E_LUMO (eV) = 0.443
- E_HOMO (Ha) = -0.3099
- SMILES string = C[C@@H](Oc1ccc2ccccc2c1)C(=O)NNC(=O)Nc1ccccc1
- HOMO-LUMO gap (eV) = 8.9